Record 1
The molecule C21H27N3O4S, computed with wB97M-V/def2-TZVPD.

Last column: Löwdin charge in e.
Positions of all 56 atoms, in Å:
C -6.632 -2.395 -1.441  -0.059
C -6.715 -1.012 -0.802  -0.234
O -5.828 -0.863 0.291  -0.044
C -4.504 -0.677 0.079  -0.217
C -3.906 -0.501 -1.166  0.002
C -2.539 -0.296 -1.259  -0.050
C -1.775 -0.269 -0.113  -0.285
C -2.355 -0.443 1.132  -0.009
C -3.715 -0.648 1.249  -0.179
C -4.376 -0.840 2.577  -0.027
H -4.904 -1.792 2.596  0.088
H -5.115 -0.058 2.742  0.089
H -3.644 -0.820 3.378  0.081
H -1.720 -0.424 2.004  0.124
S -0.018 0.001 -0.195  0.689
O 0.659 -0.987 0.608  -0.295
O 0.374 0.114 -1.573  -0.272
N 0.102 1.441 0.633  -0.228
C 1.227 1.682 1.510  -0.151
H 0.863 2.313 2.332  0.136
C 2.399 2.409 0.840  -0.192
C 3.232 1.634 -0.193  -0.466
O 4.016 2.233 -0.908  0.052
N 3.102 0.299 -0.221  0.093
H 2.394 -0.185 0.310  0.078
C 3.764 -0.504 -1.233  -0.116
C 4.744 -1.442 -0.588  -0.187
C 4.462 -2.792 -0.410  -0.105
N 5.285 -3.641 0.179  0.056
C 6.440 -3.182 0.630  -0.162
C 6.826 -1.854 0.517  -0.061
C 5.959 -0.971 -0.103  -0.019
H 6.212 0.074 -0.216  0.119
H 7.778 -1.523 0.902  0.099
H 7.080 -3.914 1.103  0.100
H 3.526 -3.210 -0.759  0.114
H 4.282 0.193 -1.899  0.129
H 3.004 -1.056 -1.794  0.124
C 1.872 3.678 0.154  -0.153
C 0.769 3.304 -0.833  -0.155
C -0.366 2.601 -0.093  -0.190
H -0.830 3.285 0.629  0.133
H -1.133 2.254 -0.788  0.115
H 1.168 2.626 -1.589  0.114
H 0.385 4.195 -1.331  0.117
H 1.480 4.369 0.904  0.119
H 2.696 4.160 -0.372  0.114
H 3.108 2.699 1.626  0.155
H 1.518 0.719 1.931  0.118
H -2.057 -0.163 -2.214  0.116
H -4.490 -0.519 -2.071  0.109
H -6.550 -0.224 -1.546  0.117
H -7.706 -0.866 -0.363  0.126
H -5.641 -2.577 -1.849  0.069
H -6.841 -3.158 -0.695  0.081
H -7.363 -2.473 -2.240  0.079

Summary:
Kohn-Sham gap	9.533	eV
HOMO energy	-8.982	eV
relative energy (zero: lowest compared OMol25 entry of this formula, charge and spin)	47.7	kcal per mole
energy	-1679.85556	Eh
total charge	0
structure (SMILES)	CCOc1ccc(S(=O)(=O)N2CCC[C@H](C(=O)NCc3cccnc3)C2)cc1C



Record 2
A structure of composition C21H27N5O3Tl, computed with wB97M-V/def2-TZVPD.

Last column: Löwdin charge in e.
Positions of all 57 atoms, in Å:
Tl 1.255 1.005 -0.203  0.879
C -2.352 3.768 1.351  -0.042
O -3.008 2.738 0.595  -0.102
C -3.336 1.631 1.321  -0.243
C -4.592 1.395 1.737  0.049
C -4.948 0.197 2.473  -0.045
C -4.044 -0.762 2.714  -0.034
C -2.690 -0.626 2.207  -0.104
C -1.874 -1.696 2.150  0.010
N -0.650 -1.690 1.458  0.062
N 0.193 -2.461 1.932  0.134
C 1.397 -2.498 1.101  -0.386
O 1.302 -2.494 -0.103  0.068
C 2.655 -2.566 1.858  -0.163
C 2.669 -2.594 3.252  -0.017
C 3.880 -2.622 3.925  -0.058
C 5.069 -2.627 3.211  -0.055
C 5.058 -2.605 1.820  -0.057
C 3.855 -2.574 1.144  -0.013
C -2.260 0.680 1.634  -0.281
O -1.085 0.944 1.418  -0.066
H -2.373 4.662 0.733  0.095
H -2.898 3.963 2.276  0.101
H -1.325 3.485 1.581  0.085
H -5.354 2.133 1.521  0.135
H -5.970 0.084 2.807  0.115
H -4.312 -1.674 3.231  0.121
H -2.172 -2.651 2.575  0.136
H 1.739 -2.607 3.803  0.109
H 3.896 -2.646 5.006  0.111
H 6.013 -2.654 3.740  0.112
H 5.990 -2.618 1.271  0.111
H 3.823 -2.563 0.062  0.117
C 1.431 1.742 -3.678  -0.195
C 0.656 2.837 -2.947  -0.211
N -0.291 2.301 -1.959  -0.127
C -1.380 1.491 -2.532  -0.176
C -1.528 0.140 -1.838  -0.191
N -0.246 -0.539 -1.659  -0.134
C 0.374 -1.024 -2.898  -0.186
C 1.843 -0.628 -3.032  -0.209
N 2.076 0.796 -2.759  -0.148
H 0.767 1.195 -4.348  0.107
H 2.167 2.228 -4.323  0.128
H 1.361 3.477 -2.411  0.116
H 0.158 3.462 -3.699  0.126
H -0.688 3.071 -1.435  0.107
H -2.334 2.016 -2.456  0.128
H -1.195 1.351 -3.598  0.108
H -1.949 0.306 -0.849  0.093
H -2.245 -0.468 -2.405  0.132
H -0.337 -1.297 -0.993  0.061
H 0.319 -2.113 -2.957  0.131
H -0.194 -0.644 -3.749  0.111
H 2.428 -1.198 -2.306  0.105
H 2.184 -0.920 -4.033  0.126
H 3.074 0.963 -2.737  0.112

Summary:
Kohn-Sham gap	6.957	eV
HOMO energy	-11.304	eV
relative energy (zero: lowest compared OMol25 entry of this formula, charge and spin)	0.0	kcal per mole
energy	-1488.13822	Eh
total charge	+1



Record 3
A cluster of 6 separate species, C21H27N5O5P in total, computed with wB97M-V/def2-TZVPD.

Last column: Löwdin charge in e.
Positions of all 59 atoms, in Å:
O -0.853 4.024 3.158  -0.188
C -0.756 3.913 1.811  -0.475
O -1.134 5.095 0.980  -0.248
P -0.191 2.219 1.134  0.755
O -0.810 1.933 -0.320  -0.389
O -0.844 0.978 2.190  -0.247
O 1.533 2.021 0.982  -0.246
H -0.721 1.334 3.138  0.071
H 2.038 2.628 1.610  0.083
N 1.892 5.218 -1.381  0.019
C 2.696 5.471 -2.461  -0.163
C 2.283 6.655 -3.031  -0.142
C 1.195 7.135 -2.264  -0.125
C 0.977 6.230 -1.249  -0.121
H 1.963 4.411 -0.775  0.135
H 3.490 4.789 -2.733  0.095
H 2.719 7.123 -3.904  0.078
H 0.632 8.044 -2.432  0.083
H 0.250 6.218 -0.448  0.082
N -0.673 -2.152 -2.168  -0.013
C -0.253 -1.144 -1.339  -0.119
C -0.794 -1.365 -0.092  -0.094
C -1.562 -2.551 -0.170  -0.116
C -1.467 -3.018 -1.462  -0.175
H -0.433 -2.243 -3.146  0.123
H 0.391 -0.356 -1.707  0.110
H -0.650 -0.739 0.780  0.064
H -2.123 -3.015 0.631  0.089
H -1.897 -3.889 -1.938  0.092
N 2.455 1.140 5.441  0.004
C 3.417 0.170 5.554  -0.150
C 3.570 -0.422 4.321  -0.116
C 2.674 0.216 3.431  -0.108
C 2.000 1.179 4.148  -0.143
H 2.132 1.735 6.193  0.150
H 3.907 -0.015 6.500  0.101
H 4.255 -1.227 4.087  0.088
H 2.535 -0.002 2.380  0.089
H 1.236 1.885 3.851  0.083
N -0.427 -5.330 2.188  0.002
C -0.008 -4.322 3.016  -0.138
C -0.548 -4.543 4.263  -0.117
C -1.316 -5.729 4.186  -0.127
C -1.221 -6.196 2.894  -0.154
H -0.187 -5.421 1.209  0.144
H 0.637 -3.535 2.648  0.110
H -0.404 -3.918 5.135  0.090
H -1.877 -6.194 4.986  0.085
H -1.651 -7.067 2.417  0.099
N -2.729 -2.156 -5.162  0.005
C -3.762 -2.390 -6.032  -0.144
C -3.495 -1.713 -7.201  -0.122
C -2.255 -1.052 -7.032  -0.117
C -1.803 -1.346 -5.765  -0.141
H -2.660 -2.525 -4.222  0.128
H -4.597 -3.015 -5.745  0.103
H -4.125 -1.697 -8.081  0.087
H -1.746 -0.430 -7.757  0.090
H -0.904 -1.047 -5.242  0.101

Summary:
Kohn-Sham gap	7.782	eV
HOMO energy	-5.428	eV
relative energy (zero: lowest compared OMol25 entry of this formula, charge and spin)	91.2	kcal per mole
energy	-1807.76912	Eh
total charge	-1



Record 4
The molecule C21H27N5S, computed with wB97M-V/def2-TZVPD.

Last column: Löwdin charge in e.
Positions of all 54 atoms, in Å:
C -0.188 -2.955 0.723  -0.064
H 0.184 -3.416 -0.188  0.065
H -1.237 -2.711 0.581  0.059
H -0.101 -3.681 1.528  0.076
C 0.605 -1.701 1.084  -0.272
N 0.330 -0.616 0.157  -0.125
C 0.907 -0.774 -1.176  -0.120
C 2.409 -0.651 -1.266  -0.216
C 2.987 0.555 -1.642  -0.050
C 4.362 0.698 -1.666  -0.075
C 5.178 -0.365 -1.318  -0.090
C 4.612 -1.580 -0.973  -0.087
C 3.235 -1.725 -0.956  -0.064
H 2.805 -2.685 -0.711  0.108
H 5.242 -2.420 -0.719  0.101
H 6.252 -0.251 -1.326  0.101
H 4.798 1.643 -1.954  0.108
H 2.353 1.388 -1.909  0.108
H 0.593 -1.755 -1.540  0.120
H 0.451 -0.016 -1.819  0.123
C 0.437 0.726 0.727  -0.248
C -0.337 1.632 -0.173  -0.240
N 0.068 2.626 -0.932  0.072
N -1.002 3.079 -1.569  -0.026
N -2.037 2.422 -1.252  0.060
N -1.674 1.492 -0.368  -0.020
C -2.618 0.543 0.164  -0.274
C -3.052 -0.417 -0.946  -0.141
C -4.090 -1.400 -0.416  -0.197
C -5.295 -0.655 0.149  -0.205
C -4.857 0.295 1.259  -0.197
C -3.825 1.288 0.735  -0.146
H -4.262 1.899 -0.056  0.115
H -3.500 1.955 1.538  0.120
H -5.719 0.838 1.650  0.111
H -4.424 -0.282 2.081  0.115
H -6.024 -1.369 0.537  0.109
H -5.775 -0.084 -0.648  0.117
H -4.405 -2.066 -1.221  0.113
H -3.643 -2.014 0.370  0.105
H -3.477 0.168 -1.765  0.121
H -2.178 -0.952 -1.322  0.107
H -2.110 -0.021 0.951  0.146
C 1.819 1.241 1.040  -0.458
C 2.398 2.431 0.729  -0.144
C 3.705 2.568 1.249  -0.180
C 4.101 1.489 1.965  -0.397
S 2.884 0.280 2.025  1.061
H 5.033 1.315 2.464  0.062
H 4.316 3.438 1.091  0.103
H 1.913 3.178 0.130  0.092
H -0.115 0.687 1.683  0.152
H 1.674 -1.945 1.143  0.072
H 0.294 -1.370 2.079  0.116

Summary:
Kohn-Sham gap	8.905	eV
HOMO energy	-8.404	eV
energy	-1488.35591	Eh
total charge	0
structure (SMILES)	CCN(Cc1ccccc1)[C@@H](c1cccs1)c1nnnn1C1CCCCC1



Record 5
A structure of composition C21H27O2SiTc, computed with wB97M-V/def2-TZVPD.

Last column: Mulliken spin population.
Positions of all 52 atoms, in Å:
C 0.420 -1.622 1.596  -0.064
C -0.892 -1.844 1.111  -0.095
C -0.793 -2.217 -0.245  0.058
H -1.804 -1.746 1.676  0.007
C 0.572 -2.218 -0.596  -0.020
C 1.329 -1.851 0.536  -0.060
H 2.402 -1.766 0.587  0.003
H 0.681 -1.335 2.600  0.013
H -1.613 -2.434 -0.905  0.037
H 0.963 -2.409 -1.582  0.025
C -0.967 2.154 0.290  0.031
C -0.632 1.664 1.563  -0.027
C 0.772 1.492 1.611  -0.071
H -1.324 1.429 2.354  0.003
C 1.309 1.880 0.362  -0.018
C 0.225 2.282 -0.454  -0.011
H 0.285 2.592 -1.484  0.018
H -1.960 2.347 -0.077  0.045
H 1.337 1.134 2.455  0.020
H 2.352 1.886 0.093  0.018
Tc 0.000 0.000 0.000  2.915
O -0.311 -0.152 -3.989  -0.001
C -1.411 -0.919 -4.466  0.004
C -0.134 -0.918 -5.186  0.001
H -1.688 -1.773 -3.855  -0.002
H -2.238 -0.345 -4.873  0.000
H 0.504 -1.789 -5.059  0.000
H 0.803 -1.906 -7.497  0.000
C 0.537 -0.859 -7.576  0.000
C 0.053 -0.184 -6.459  -0.001
C -0.268 1.166 -6.569  0.001
H -0.615 1.697 -5.694  0.000
C -0.115 1.824 -7.779  0.000
H -0.362 2.875 -7.852  0.000
C 0.357 1.143 -8.893  0.000
H 0.477 1.660 -9.836  0.000
C 0.685 -0.201 -8.788  0.000
H 1.063 -0.737 -9.648  0.000
C -0.433 1.630 4.642  0.006
Si 0.000 0.000 3.770  0.080
C 1.687 -0.398 4.572  0.006
C -1.255 -1.237 4.420  0.008
O 0.000 0.000 2.000  0.066
H -0.347 1.475 5.737  0.000
H -1.474 1.953 4.438  0.000
H 0.276 2.427 4.341  -0.001
H 1.567 -0.381 5.675  0.001
H 2.063 -1.403 4.287  0.000
H 2.443 0.362 4.291  0.002
H -2.266 -0.961 4.057  0.001
H -1.004 -2.262 4.079  0.000
H -1.247 -1.217 5.529  0.001

Summary:
Kohn-Sham gap (spin up / spin down)	7.519 / 6.103	eV
2S+1	4
HOMO energy (spin up / spin down)	-10.973 / -10.974	eV
energy	-1336.58266	Eh
total charge	+1



Record 6
A structure of composition C21H28BCl4KNO15, computed with wB97M-V/def2-TZVPD.

Last column: Mulliken spin population.
Positions of all 71 atoms, in Å:
C -5.908 0.530 -1.362  0.000
C -4.732 0.108 -0.501  0.000
O -4.556 -1.291 -0.650  -0.011
C -3.278 -1.766 -0.273  0.095
C -3.143 -1.945 1.247  0.020
C -1.710 -2.025 1.825  -0.179
C -0.986 -3.274 1.214  0.380
C -0.093 -3.012 0.030  -0.039
O 1.093 -2.789 0.116  0.183
O -0.675 -3.054 -1.238  0.225
C -1.834 -2.325 3.337  0.032
C -2.141 -1.135 4.272  -0.005
C -1.847 -1.603 5.704  -0.002
C -3.627 -0.712 4.270  0.021
N -1.242 0.012 3.954  0.381
O -0.148 -0.012 4.618  0.546
C -1.091 0.445 2.521  -0.002
C -2.274 1.305 2.042  0.059
C 0.140 1.357 2.446  0.006
C -0.841 -0.769 1.603  0.086
H -6.790 -0.053 -1.090  0.000
H -5.678 0.360 -2.416  0.000
H -6.105 1.596 -1.227  0.000
H -3.817 0.639 -0.792  -0.001
H -4.948 0.346 0.551  0.000
H -3.190 -2.744 -0.752  -0.074
H -2.497 -1.112 -0.681  0.007
H -3.616 -2.907 1.484  -0.007
H -3.742 -1.189 1.751  0.000
H -1.715 -4.055 0.957  0.064
H -0.325 -3.689 1.979  -0.021
H -0.685 -2.156 -1.600  -0.009
H -2.667 -3.032 3.456  -0.006
H -0.946 -2.843 3.710  0.012
H -2.671 -2.259 6.009  0.000
H -1.806 -0.754 6.387  -0.004
H -0.929 -2.186 5.764  0.002
H -4.274 -1.570 4.073  0.002
H -3.851 0.094 3.583  -0.005
H -3.887 -0.341 5.267  -0.005
H -2.433 2.144 2.724  -0.016
H -2.005 1.722 1.066  -0.007
H -3.201 0.758 1.907  -0.014
H 1.070 0.791 2.511  0.013
H 0.145 1.901 1.496  -0.019
H 0.121 2.097 3.247  -0.008
H -0.978 -0.403 0.579  -0.018
H 0.212 -1.047 1.717  0.010
K 0.127 -5.463 -1.127  -1.703
C 4.172 -0.421 -0.423  0.002
Cl 2.863 -0.089 0.726  0.002
Cl 3.565 -1.545 -1.652  0.010
Cl 4.625 1.065 -1.198  -0.001
Cl 5.530 -1.160 0.460  -0.002
B 6.652 2.986 -6.068  0.000
O 6.242 1.779 -6.824  0.000
C 7.059 1.580 -7.840  0.000
O 7.002 0.691 -8.643  0.000
C 8.121 2.704 -7.816  0.000
O 9.023 2.836 -8.596  0.000
O 7.852 3.485 -6.788  0.000
O 5.594 3.998 -6.023  0.000
C 5.289 4.280 -4.757  0.000
O 4.503 5.096 -4.387  0.000
C 6.190 3.396 -3.862  0.000
O 6.229 3.384 -2.666  0.000
O 6.963 2.675 -4.667  0.000
C 0.578 2.636 -1.188  -0.057
O -0.530 2.216 -1.582  0.103
O 0.759 3.356 -0.148  0.403
O 1.693 2.362 -1.766  0.551

Summary:
Kohn-Sham gap (spin up / spin down)	7.373 / 3.542	eV
2S+1	2
HOMO energy (spin up / spin down)	-4.150 / -0.616	eV
energy	-4466.10015	Eh
total charge	-2



> Which of these has the lowest total charge?

C21H28BCl4KNO15



> The highest energy belongs to which entry?

C21H27O2SiTc



What did the fourth record say?
The molecule C21H27N5S, computed with wB97M-V/def2-TZVPD.

Last column: Löwdin charge in e.
Positions of all 54 atoms, in Å:
C -0.188 -2.955 0.723  -0.064
H 0.184 -3.416 -0.188  0.065
H -1.237 -2.711 0.581  0.059
H -0.101 -3.681 1.528  0.076
C 0.605 -1.701 1.084  -0.272
N 0.330 -0.616 0.157  -0.125
C 0.907 -0.774 -1.176  -0.120
C 2.409 -0.651 -1.266  -0.216
C 2.987 0.555 -1.642  -0.050
C 4.362 0.698 -1.666  -0.075
C 5.178 -0.365 -1.318  -0.090
C 4.612 -1.580 -0.973  -0.087
C 3.235 -1.725 -0.956  -0.064
H 2.805 -2.685 -0.711  0.108
H 5.242 -2.420 -0.719  0.101
H 6.252 -0.251 -1.326  0.101
H 4.798 1.643 -1.954  0.108
H 2.353 1.388 -1.909  0.108
H 0.593 -1.755 -1.540  0.120
H 0.451 -0.016 -1.819  0.123
C 0.437 0.726 0.727  -0.248
C -0.337 1.632 -0.173  -0.240
N 0.068 2.626 -0.932  0.072
N -1.002 3.079 -1.569  -0.026
N -2.037 2.422 -1.252  0.060
N -1.674 1.492 -0.368  -0.020
C -2.618 0.543 0.164  -0.274
C -3.052 -0.417 -0.946  -0.141
C -4.090 -1.400 -0.416  -0.197
C -5.295 -0.655 0.149  -0.205
C -4.857 0.295 1.259  -0.197
C -3.825 1.288 0.735  -0.146
H -4.262 1.899 -0.056  0.115
H -3.500 1.955 1.538  0.120
H -5.719 0.838 1.650  0.111
H -4.424 -0.282 2.081  0.115
H -6.024 -1.369 0.537  0.109
H -5.775 -0.084 -0.648  0.117
H -4.405 -2.066 -1.221  0.113
H -3.643 -2.014 0.370  0.105
H -3.477 0.168 -1.765  0.121
H -2.178 -0.952 -1.322  0.107
H -2.110 -0.021 0.951  0.146
C 1.819 1.241 1.040  -0.458
C 2.398 2.431 0.729  -0.144
C 3.705 2.568 1.249  -0.180
C 4.101 1.489 1.965  -0.397
S 2.884 0.280 2.025  1.061
H 5.033 1.315 2.464  0.062
H 4.316 3.438 1.091  0.103
H 1.913 3.178 0.130  0.092
H -0.115 0.687 1.683  0.152
H 1.674 -1.945 1.143  0.072
H 0.294 -1.370 2.079  0.116

Summary:
Kohn-Sham gap	8.905	eV
HOMO energy	-8.404	eV
energy	-1488.35591	Eh
total charge	0
structure (SMILES)	CCN(Cc1ccccc1)[C@@H](c1cccs1)c1nnnn1C1CCCCC1



> Number 3 is which compound?

C21H27N5O5P